The molecule C5H8N2, computed with ωB97M-V/def2-TZVPD.

Calculated values
E_LUMO	0.98	eV
energy above the lowest of the compared OMol25 structures with the same formula, charge and spin	323.7	kJ/mol
SMILES	Cc1cnn(C)c1
gap between HOMO and LUMO	9.762	eV
charge	0

CARTESIAN COORDINATES (ANGSTROEM)
H (1.502, -0.422, 2.416)
C (-0.799, 0.143, -0.574)
C (2.170, -0.210, 1.559)
H (-2.522, 0.660, -1.746)
H (-2.756, 0.801, 0.006)
C (-0.063, 0.656, 0.459)
H (-2.714, -0.794, -0.756)
C (0.164, -0.542, -1.366)
N (1.209, 0.207, 0.287)
H (0.009, -1.113, -2.271)
H (2.636, -1.167, 1.287)
C (-2.276, 0.212, -0.780)
H (2.393, 0.759, 1.028)
H (-0.328, 1.292, 1.298)
N (1.373, -0.483, -0.848)


The molecule C5H8N2, computed with ωB97M-V/def2-TZVPD.

Calculated values
E_LUMO	1.02	eV
energy above the lowest of the compared OMol25 structures with the same formula, charge and spin	190.1	kJ/mol
SMILES	CNc1ccc[nH]1
gap between HOMO and LUMO	9.035	eV
charge	0

CARTESIAN COORDINATES (ANGSTROEM)
C (-2.355, 0.434, -0.007)
H (-3.321, 0.894, 0.060)
N (-1.213, 1.184, -0.111)
H (3.426, 0.108, 0.030)
C (-0.179, 0.330, -0.171)
H (2.326, -1.138, -0.578)
H (-2.676, -1.730, 0.064)
N (1.544, 0.760, -0.368)
C (-0.607, -0.960, -0.113)
H (1.611, 1.569, 0.245)
H (2.224, -0.619, 1.126)
C (2.408, -0.288, 0.095)
H (-1.174, 2.187, -0.126)
C (-2.012, -0.889, -0.005)
H (-0.003, -1.843, -0.140)


A cluster of 2 separate species, C5H8N2 in total, computed with ωB97M-V/def2-TZVPD.

Calculated values
E_LUMO (spin up / spin down)	-0.37 / -0.77	eV
energy above the lowest of the compared OMol25 structures with the same formula, charge and spin	505.5	kJ/mol
gap between HOMO and LUMO (spin up / spin down)	8.374 / 7.455	eV
charge	0

CARTESIAN COORDINATES (ANGSTROEM)
H (-0.556, -0.531, -1.023)
H (0.316, 1.620, -1.711)
C (1.489, 0.137, 0.754)
N (3.026, -1.531, 2.889)
H (-0.587, 2.441, -0.495)
H (-0.007, -1.768, 1.924)
C (0.008, 1.505, -0.701)
H (2.546, 0.085, 1.193)
H (1.135, -2.408, 0.562)
C (-1.046, 0.435, -0.776)
H (-1.584, 0.442, 0.053)
C (2.054, -1.832, 2.333)
C (0.969, -2.183, 1.552)
N (1.153, 1.152, 0.164)
H (-1.827, 0.655, -1.651)


The molecule C5H8N2, computed with ωB97M-V/def2-TZVPD.

Calculated values
E_LUMO	1.00	eV
energy above the lowest of the compared OMol25 structures with the same formula, charge and spin	295.1	kJ/mol
SMILES	CC1=C[C@]2(N)N[C@H]12
gap between HOMO and LUMO	9.124	eV
charge	0

CARTESIAN COORDINATES (ANGSTROEM)
H (-1.208, -2.296, -1.092)
N (-0.121, -0.837, 1.638)
C (0.281, 0.778, -0.229)
H (-0.803, -2.978, 0.351)
H (-0.457, -0.011, 2.132)
H (-1.923, 0.844, -0.627)
C (-0.990, 0.371, -0.330)
C (0.727, -0.513, 0.468)
N (-1.285, -2.198, -0.083)
C (1.047, 1.989, -0.636)
H (1.820, 1.706, -1.361)
C (-0.679, -0.980, 0.320)
H (0.395, 2.728, -1.111)
H (1.560, 2.458, 0.212)
H (1.663, -1.049, 0.354)


A structure of composition C5H8N2, computed with ωB97M-V/def2-TZVPD.

Calculated values
E_LUMO	0.57	eV
energy above the lowest of the compared OMol25 structures with the same formula, charge and spin	520.2	kJ/mol
gap between HOMO and LUMO	7.168	eV
charge	0

CARTESIAN COORDINATES (ANGSTROEM)
H (0.613, -1.547, -1.137)
H (0.576, 2.080, -0.635)
C (-0.527, -0.317, 0.906)
C (-0.618, -1.782, 0.981)
H (0.448, -0.220, -2.355)
N (-0.691, -2.936, 1.024)
H (-0.755, 2.064, 0.574)
C (0.767, 0.453, 1.003)
C (0.667, -0.473, -1.326)
H (1.234, 0.692, 1.940)
N (-0.556, 0.233, -0.512)
H (-1.417, 0.108, 1.433)
C (0.069, 1.465, 0.117)
H (-1.511, 0.351, -0.929)
H (1.703, -0.172, -1.085)


A cluster of 2 separate species, C5H8N2 in total, computed with ωB97M-V/def2-TZVPD.

Calculated values
E_LUMO	-0.58	eV
energy above the lowest of the compared OMol25 structures with the same formula, charge and spin	465.8	kJ/mol
gap between HOMO and LUMO	6.857	eV
charge	0

CARTESIAN COORDINATES (ANGSTROEM)
H (1.043, 1.827, -1.540)
H (-3.015, 0.218, -0.814)
C (2.108, 0.047, 0.794)
C (-0.955, -1.339, 0.114)
H (2.811, -0.778, 0.864)
C (0.342, -1.515, 0.361)
N (0.871, -0.174, 0.552)
H (1.501, 1.935, -2.125)
N (-2.534, 0.595, -0.006)
C (-0.123, 0.881, 0.412)
H (-1.683, -2.122, -0.068)
H (0.982, -2.384, 0.436)
H (2.414, 1.080, 0.921)
C (-1.225, 0.121, 0.143)
H (-2.535, 1.608, -0.045)


A cluster of 2 separate species, C5H8N2 in total, computed with ωB97M-V/def2-TZVPD.

Calculated values
E_LUMO (spin up / spin down)	0.05 / 0.05	eV
energy above the lowest of the compared OMol25 structures with the same formula, charge and spin	315.9	kJ/mol
gap between HOMO and LUMO (spin up / spin down)	7.806 / 7.812	eV
charge	0

CARTESIAN COORDINATES (ANGSTROEM)
H (-2.082, 1.488, 0.138)
H (0.210, 0.942, 1.377)
N (1.546, 1.013, -0.209)
H (-0.995, 2.120, -1.179)
C (-1.399, 1.271, -0.659)
H (1.756, 0.605, -1.112)
H (-0.798, -1.199, 2.191)
H (1.569, 2.021, -0.225)
C (0.251, -0.968, 0.376)
C (-0.389, -1.679, 1.319)
N (1.280, -2.147, -1.656)
C (0.448, 0.468, 0.435)
H (-1.682, 0.444, -1.284)
C (0.801, -1.637, -0.748)
H (-0.517, -2.743, 1.234)


The molecule C5H8N2, computed with ωB97M-V/def2-TZVPD.

Calculated values
E_LUMO	1.03	eV
energy above the lowest of the compared OMol25 structures with the same formula, charge and spin	442.0	kJ/mol
SMILES	C1=N[C@H]2C[C@H](C2)N1
gap between HOMO and LUMO	9.534	eV
charge	0

CARTESIAN COORDINATES (ANGSTROEM)
H (0.792, -2.339, 0.202)
C (1.074, 0.132, -1.072)
C (0.853, -0.114, 1.198)
H (1.189, 2.147, 0.457)
C (0.638, 1.065, 0.074)
C (0.563, -1.123, -0.048)
H (-0.010, 0.207, 1.849)
C (-1.541, -0.129, -0.054)
H (2.196, -0.150, -1.499)
N (-0.864, 1.110, 0.039)
H (1.803, -0.299, 1.444)
H (-1.278, 1.776, -0.516)
H (0.404, 0.108, -2.014)
H (-2.574, -0.196, 0.074)
N (-0.857, -1.144, -0.123)


The molecule C5H8N2, computed with ωB97M-V/def2-TZVPD.

Calculated values
E_LUMO	0.88	eV
energy above the lowest of the compared OMol25 structures with the same formula, charge and spin	212.9	kJ/mol
SMILES	C[C@@]1(CC#N)CN1
gap between HOMO and LUMO	10.725	eV
charge	0

CARTESIAN COORDINATES (ANGSTROEM)
H (-1.865, 1.062, 0.344)
H (0.471, -1.617, 1.337)
H (-1.898, -1.213, -0.561)
C (1.961, 0.287, 0.356)
C (-0.983, 1.107, -0.308)
N (-0.924, -1.395, -0.291)
H (-0.752, -0.377, 1.881)
C (1.239, -0.050, -0.872)
H (-0.368, 1.949, 0.019)
H (1.623, -0.983, -1.302)
C (-0.184, -0.176, -0.244)
C (-0.284, -0.896, 1.028)
N (2.068, 0.376, 1.504)
H (-1.323, 1.289, -1.332)
H (1.297, 0.739, -1.630)


The molecule C5H8N2, computed with ωB97M-V/def2-TZVPD.

Calculated values
E_LUMO	0.93	eV
energy above the lowest of the compared OMol25 structures with the same formula, charge and spin	111.0	kJ/mol
SMILES	Cn1cccc1N
gap between HOMO and LUMO	8.355	eV
charge	0

CARTESIAN COORDINATES (ANGSTROEM)
H (-1.620, 1.168, 1.162)
C (0.157, -0.681, -0.418)
H (0.559, 1.966, -1.281)
H (0.652, -1.684, -2.076)
H (1.602, 1.772, 0.164)
C (-1.044, -0.950, 1.470)
N (-0.088, 0.537, 0.115)
H (1.654, -0.396, -1.759)
H (-1.590, -1.413, 2.285)
H (0.049, 2.592, 0.318)
C (0.567, 1.782, -0.205)
C (-0.874, 0.399, 1.245)
H (-0.356, -2.707, 0.261)
C (-0.377, -1.639, 0.424)
N (0.707, -0.746, -1.705)


The molecule C5H8N2, computed with ωB97M-V/def2-TZVPD.

Calculated values
E_LUMO	1.04	eV
energy above the lowest of the compared OMol25 structures with the same formula, charge and spin	317.5	kJ/mol
SMILES	C[C@H]1CN2CC2=N1
gap between HOMO and LUMO	10.486	eV
charge	0

CARTESIAN COORDINATES (ANGSTROEM)
H (-1.525, -2.136, 0.499)
H (-1.077, -0.539, -1.749)
H (-1.066, 1.524, 0.142)
H (2.726, 0.580, 1.508)
C (1.379, -0.416, 0.030)
H (0.210, 1.467, -1.134)
H (-2.694, -0.959, -0.108)
C (2.190, 0.684, 0.565)
N (0.725, 0.574, 0.742)
H (-1.638, -0.525, 1.221)
N (0.774, -1.093, -0.865)
C (-1.668, -1.076, 0.273)
H (2.571, 1.472, -0.087)
C (-0.647, -0.494, -0.743)
C (-0.260, 0.936, -0.293)


The molecule C5H8N2, computed with ωB97M-V/def2-TZVPD.

Calculated values
E_LUMO	1.01	eV
energy above the lowest of the compared OMol25 structures with the same formula, charge and spin	295.5	kJ/mol
gap between HOMO and LUMO	9.230	eV
charge	0

CARTESIAN COORDINATES (ANGSTROEM)
H (0.232, -2.861, -0.845)
H (0.836, 0.743, -1.936)
N (-0.598, 1.490, -0.588)
C (0.401, 0.558, -0.956)
H (2.084, -1.397, 1.158)
C (0.848, -0.423, -0.214)
H (0.141, -3.251, 0.881)
N (-1.740, 2.784, 0.827)
H (-0.940, 2.066, -1.358)
H (-1.973, 3.089, 1.757)
C (0.794, -2.865, 0.093)
C (-0.903, 1.745, 0.701)
H (-2.105, 3.366, 0.073)
H (1.630, -3.566, -0.004)
C (1.293, -1.479, 0.411)


The molecule C5H8N2, computed with ωB97M-V/def2-TZVPD.

Calculated values
E_LUMO	0.95	eV
energy above the lowest of the compared OMol25 structures with the same formula, charge and spin	461.0	kJ/mol
gap between HOMO and LUMO	8.956	eV
charge	0

CARTESIAN COORDINATES (ANGSTROEM)
H (1.082, 1.791, -0.609)
N (0.488, 0.962, -0.575)
H (-1.348, 1.859, -0.446)
H (3.021, 0.944, 0.332)
H (1.089, -2.190, 0.370)
C (0.640, -1.332, -0.274)
H (-1.306, -2.223, 0.175)
H (-2.531, -0.117, 0.419)
H (-0.552, 1.279, 1.194)
C (2.485, -0.091, 0.386)
H (0.846, -1.580, -1.228)
C (-1.574, -0.181, 0.133)
C (-0.794, 1.132, 0.107)
C (-0.803, -1.263, -0.038)
N (1.310, -0.034, -0.038)


The molecule C5H8N2, computed with ωB97M-V/def2-TZVPD.

Calculated values
E_LUMO	0.63	eV
energy above the lowest of the compared OMol25 structures with the same formula, charge and spin	359.9	kJ/mol
gap between HOMO and LUMO	8.745	eV
charge	0

CARTESIAN COORDINATES (ANGSTROEM)
N (-1.758, 2.618, 0.147)
N (0.860, 0.427, -0.070)
C (-0.524, 0.326, 0.482)
H (-0.782, -1.792, 0.235)
H (-2.203, -0.930, 0.826)
H (2.268, -0.214, -1.479)
C (0.622, 0.211, 1.435)
H (0.731, -1.107, -1.533)
C (-1.368, -0.877, 0.119)
C (1.467, -0.643, -0.873)
H (1.876, -1.378, -0.180)
H (0.811, 1.186, 1.902)
H (-1.781, -0.810, -0.894)
H (1.065, 1.358, -0.427)
C (-1.226, 1.597, 0.279)


The molecule C5H8N2, computed with ωB97M-V/def2-TZVPD.

Calculated values
E_LUMO	0.74	eV
energy above the lowest of the compared OMol25 structures with the same formula, charge and spin	609.1	kJ/mol
gap between HOMO and LUMO	8.310	eV
charge	0

CARTESIAN COORDINATES (ANGSTROEM)
H (-1.365, 0.433, -1.427)
H (2.739, -0.498, 0.462)
H (2.192, -1.025, -1.145)
C (-0.691, 0.596, 1.660)
H (0.009, -2.072, 0.511)
C (2.092, -0.241, -0.388)
C (-1.782, -0.984, 0.040)
H (0.405, 1.977, 0.466)
C (-0.319, -1.046, 0.316)
H (2.479, 0.689, -0.823)
C (0.667, -0.079, 0.039)
H (-1.536, 1.323, 1.693)
N (-2.063, -0.129, -0.931)
N (0.216, 1.012, 0.724)
H (-3.022, 0.003, -1.223)


The molecule C5H8N2, computed with ωB97M-V/def2-TZVPD.

Calculated values
E_LUMO	1.05	eV
energy above the lowest of the compared OMol25 structures with the same formula, charge and spin	43.9	kJ/mol
SMILES	Cn1ccc(N)c1
gap between HOMO and LUMO	8.491	eV
charge	0

CARTESIAN COORDINATES (ANGSTROEM)
H (-0.640, 1.419, -1.835)
H (0.411, -1.716, 0.776)
H (0.397, -2.132, -1.808)
C (0.200, -0.694, 0.490)
C (-0.347, -1.333, -1.871)
C (-0.166, 1.523, 0.347)
H (-0.263, 2.571, 0.601)
C (-0.358, 0.964, -0.895)
H (-0.232, -0.833, -2.836)
N (-0.131, -0.376, -0.812)
H (-1.348, -1.778, -1.819)
H (0.871, 1.478, 2.836)
C (0.190, 0.465, 1.231)
N (0.423, 0.597, 2.616)
H (0.995, -0.155, 2.979)